Entry 1:
C31H25Cl2F3N3O4W | ωB97M-V with the def2-TZVPD basis set

XYZ file:
```
69
Properties=species:S:1:pos:R:3:forces:R:3
W 0.021182 0.194661 -0.007099 -1.01 -2.91 -0.29
Cl -3.436989 3.382312 5.554428 -0.09 0.08 0.13
Cl 0.579331 -0.103697 4.645633 -0.02 0.03 0.16
F -3.245013 -2.124772 2.594400 -0.22 0.14 -0.17
F -2.278007 -3.334451 1.089057 -0.25 0.08 -0.17
F -1.234131 -1.650126 1.945623 -0.62 -0.39 0.26
O -4.111215 -1.097102 0.039424 0.37 0.08 0.07
O -1.978183 -0.432429 -0.084173 1.84 1.15 -1.06
O -1.050346 1.909515 -0.100774 -2.23 1.87 1.22
O 0.064238 0.496351 1.871211 1.01 0.00 0.32
N 1.772625 -0.752796 -2.816011 0.07 0.27 -0.34
N 1.220442 1.027697 -1.401663 -0.17 0.21 0.14
N 2.573603 1.341432 -3.282137 -0.13 0.19 0.36
C 3.534663 0.888204 -4.237956 0.16 -0.14 -0.25
C 1.855718 0.537201 -2.479222 0.24 -0.55 -0.42
C 1.225228 -4.028215 -0.340413 -0.03 0.08 0.04
C 1.414668 -1.845155 -1.994332 -0.18 0.22 0.87
C -2.416289 2.537567 4.462849 0.09 -0.03 -0.37
C -0.627345 0.984002 4.082490 0.23 -0.17 -0.47
C 5.395688 0.115919 -6.122868 -0.04 0.03 -0.01
C -2.961198 -1.117385 0.376220 -0.34 -1.27 1.00
C -1.439972 1.672145 4.963817 -0.05 0.04 -0.52
C -2.468036 -2.087800 1.523809 0.61 0.14 0.01
C -0.748684 1.142025 2.688598 -0.80 1.02 0.07
C 0.935177 -1.608990 -0.680500 0.21 -0.90 -0.33
C 0.333355 3.154537 -2.190142 0.13 -0.24 0.21
C 5.599786 -0.168338 -4.785345 -0.09 -0.04 -0.02
C 3.333190 1.199028 -5.576668 -0.05 -0.10 0.05
C 0.904320 -2.769514 0.130491 -0.02 0.24 0.13
C -0.549453 2.397579 -3.139943 -0.10 -0.29 0.15
C 1.012410 5.190846 -1.093820 0.00 -0.01 0.15
C 2.004931 -3.322151 -3.973672 -0.02 0.02 0.09
C 1.545480 -4.210730 -1.677252 -0.07 0.31 0.06
C -2.564914 2.721074 3.103804 -0.03 -0.15 -0.07
C 0.297663 4.537649 -2.082447 0.03 -0.20 -0.02
C -1.855512 2.312116 0.791331 0.88 0.22 -0.77
C 4.674995 0.200240 -3.815101 -0.09 0.06 -0.01
C 1.162898 2.451148 -1.301405 0.29 1.00 -0.25
C 1.655885 -3.120783 -2.526503 -0.07 0.02 0.12
C 1.849195 3.098827 -0.276380 0.03 -0.37 -0.24
C -1.741684 2.038861 2.186411 0.44 -0.68 0.83
C 4.259359 0.800347 -6.522419 0.01 0.04 -0.02
C 4.902568 -0.141811 -2.374650 0.04 -0.02 -0.01
C 1.761419 4.476199 -0.171487 -0.05 0.02 0.01
H 0.950465 6.262497 -1.021785 0.04 0.22 0.03
H 5.967149 -0.169792 -2.159102 0.05 0.00 0.06
H -1.319453 1.546810 6.027373 0.01 -0.07 0.11
H 1.197354 -4.877709 0.324702 -0.01 -0.05 0.08
H 1.730904 -5.204205 -2.057896 0.02 -0.07 -0.07
H 2.446864 1.743739 -5.867051 -0.09 0.04 -0.02
H -2.643249 3.006163 0.481376 0.07 -0.08 -0.08
H 6.494766 -0.687105 -4.482367 0.15 -0.09 0.07
H 1.276360 -2.836919 -4.621905 -0.04 0.04 -0.13
H 6.127657 -0.189114 -6.854122 0.07 -0.03 -0.07
H 2.997009 -2.943121 -4.222908 0.14 0.04 -0.07
H 0.656089 -2.665483 1.180930 -0.12 -0.06 -0.13
H 2.588911 2.325787 -3.046179 -0.12 -0.09 0.04
H 1.991604 -4.384021 -4.202245 0.06 -0.02 -0.08
H -0.890728 1.447794 -2.676934 0.09 0.57 -0.38
H 2.269358 4.988614 0.627052 0.14 0.10 0.11
H -0.311859 5.105127 -2.768328 -0.13 0.07 -0.07
H 4.431066 0.583364 -1.714592 0.04 0.01 0.11
H 4.098495 1.024292 -7.563941 -0.03 0.06 -0.13
H -1.424384 2.990633 -3.395467 -0.03 -0.02 -0.03
H 4.494053 -1.126909 -2.144416 -0.03 -0.06 0.10
H 2.242178 -1.002963 -3.680869 -0.04 0.15 0.12
H -3.324639 3.389700 2.730098 -0.10 0.11 0.00
H -0.030360 2.155403 -4.067268 0.00 -0.08 -0.09
H 2.437273 2.503903 0.424660 -0.06 0.19 -0.15
```
Positions in Å, forces in eV/Å.

Computed properties:
lowest unoccupied orbital energy (spin up / spin down)	-4.195 / -4.331	eV
DFT total energy	-2948.4618	Ha
spin multiplicity	3
HOMO (spin up / spin down)	-0.402 / -0.415	Ha
expectation value of S²	2.01
net charge	+1

=====

Entry 2:
C31H25ClN5O4S2Ta | ωB97M-V with the def2-TZVPD basis set

XYZ file:
```
69
Properties=species:S:1:pos:R:3:forces:R:3
Ta 1.625926 1.740904 -2.374953 -1.71 -2.69 1.16
Cl 3.211678 3.893377 -5.531628 0.25 0.65 0.35
S 3.464555 3.033072 -1.188473 -0.14 -0.12 -0.58
S 2.619520 2.878824 1.784267 -0.16 0.00 0.04
O -3.352286 -4.613840 5.108993 -0.14 -0.07 0.09
O 0.270487 0.308572 -2.194229 1.37 1.92 -0.49
O 2.778241 1.030367 -4.026249 0.06 0.64 0.48
O 0.879092 2.009342 -4.337539 0.23 0.42 0.25
N 0.820712 -4.991228 1.567703 0.99 0.07 -0.11
N 0.656557 3.810080 -2.405697 0.21 -0.01 -0.12
N 2.650279 -0.050396 -1.351622 0.08 0.63 -0.26
N 1.248641 2.088951 -0.238699 0.06 0.43 -0.37
N 1.451470 -4.139921 0.895499 -0.28 -0.70 -0.46
C -3.782701 -3.396413 5.710646 -0.01 0.02 0.00
C -0.811205 1.199129 0.843874 -0.03 0.01 -0.01
C -2.757057 4.062097 -3.911852 0.00 0.00 0.01
C 4.343908 -1.300535 -0.238231 0.08 -0.20 0.15
C -0.842718 1.350135 3.259537 0.03 0.03 0.01
C 0.445310 -0.792418 -1.431190 -0.23 -0.56 0.36
C -0.232502 -4.782266 2.422968 -0.72 0.56 0.21
C -0.517274 -1.743174 -1.157713 -0.12 0.46 -0.39
C 0.452454 1.781437 0.863678 -0.06 -0.19 0.09
C -0.801813 3.856048 -2.561545 -0.15 -0.13 0.19
C 2.076054 -2.087307 -0.148660 -0.06 0.12 0.13
C -0.919287 -5.940218 2.849389 0.27 0.09 -0.25
C 0.406983 1.940113 3.285464 0.01 0.02 0.10
C -3.548622 3.913309 -2.781733 0.00 0.00 -0.02
C -0.227284 -2.821951 -0.335729 0.21 -0.46 0.33
C -1.578030 3.721942 -1.419501 0.03 0.01 -0.03
C -0.589239 -3.543703 2.984944 0.05 -0.19 -0.28
C 1.050222 2.150931 2.072729 0.12 -0.01 -0.18
C -2.338581 -4.604477 4.253158 0.27 -0.04 -0.27
C 2.552722 2.357542 -6.060280 -0.32 -0.70 -0.18
C -1.445715 0.985633 2.052176 0.01 0.02 -0.09
C 2.033747 1.724200 -4.798688 0.28 -0.10 -0.53
C 1.042407 -3.012786 0.223967 -0.53 0.32 0.42
C -2.959261 3.750155 -1.535578 0.02 0.00 0.00
C -1.622331 -3.451788 3.886375 -0.13 0.08 0.17
C 1.733853 -0.979812 -0.944439 0.28 0.04 -0.10
C 2.377643 2.679806 0.107536 0.09 -0.17 0.12
C -1.373521 4.035222 -3.808265 0.06 -0.03 -0.03
C -1.969534 -5.851663 3.718611 -0.18 0.10 0.18
C 3.420321 -2.229752 0.201191 0.23 0.04 0.02
C 3.927123 -0.224613 -1.003911 -0.20 0.11 -0.21
H 1.752939 2.557926 -6.766541 -0.06 -0.15 0.01
H -3.214429 4.209706 -4.880645 0.00 0.00 0.01
H -0.599254 -6.894394 2.452204 -0.01 -0.01 0.01
H -0.991309 -3.559146 -0.140343 -0.10 0.00 0.05
H -1.865537 -2.496104 4.330695 0.04 -0.04 -0.01
H 0.866620 2.235306 4.219082 -0.02 -0.01 0.00
H -1.370276 1.186288 4.188741 0.01 -0.01 0.02
H -2.521642 -6.725556 4.036272 0.03 -0.01 -0.01
H -4.104433 -2.678724 4.954527 0.00 -0.01 -0.03
H 0.911186 4.319559 -1.561814 0.02 -0.04 0.05
H 1.085778 4.339626 -3.165242 0.00 0.00 -0.11
H -3.571609 3.661032 -0.648346 -0.01 0.00 -0.01
H -2.433155 0.544658 2.059530 0.00 -0.01 0.01
H -4.626008 3.941119 -2.871090 0.01 0.00 0.00
H -1.111144 3.622007 -0.445765 -0.03 0.01 -0.04
H -2.992440 -2.965816 6.326624 0.02 -0.01 0.01
H -1.501245 -1.630059 -1.598843 -0.01 -0.06 0.09
H -4.627747 -3.662776 6.335649 0.00 0.00 0.02
H 5.393963 -1.397593 -0.004192 -0.01 -0.03 0.01
H -0.022854 -2.659735 2.733184 0.06 0.11 -0.04
H 3.725899 -3.083530 0.792611 0.00 -0.01 -0.03
H -1.283735 0.952784 -0.097281 0.00 -0.04 0.02
H -0.755255 4.159261 -4.688797 -0.01 -0.01 0.01
H 3.347624 1.770219 -6.509637 -0.04 -0.09 0.03
H 4.637119 0.511014 -1.356882 -0.03 0.00 0.01
```
Positions in Å, forces in eV/Å.

Computed properties:
energy relative to the best compared isomer or geometry (same formula, charge and spin)	65.26	kJ/mol
lowest unoccupied orbital energy (spin up / spin down)	-7.374 / -7.372	eV
DFT total energy	-3084.2511	Ha
HOMO (spin up / spin down)	-0.441 / -0.441	Ha
net charge	+2

=====

Entry 3:
C31H25FeN6O3S6Si | ωB97M-V with the def2-TZVPD basis set

XYZ file:
```
73
Properties=species:S:1:pos:R:3:forces:R:3
Fe 0.405317 -0.600190 0.717922 0.92 0.12 0.54
S 1.144457 -5.554666 -0.832372 -0.04 0.01 0.18
S -0.022310 -1.684354 -2.386322 0.12 -0.14 0.00
S 2.666555 -6.854851 -3.033946 0.13 0.00 0.02
S 1.416023 -4.147899 -3.269209 0.15 0.15 -0.20
S -2.948168 3.409649 -1.651522 0.26 -0.17 0.09
S -0.264571 -3.379069 0.624406 -0.04 0.72 -0.20
Si -2.437900 -3.391447 0.311524 0.24 -0.49 0.06
O -3.914451 3.169093 -2.700245 -0.13 0.06 -0.01
O -1.118190 0.628626 -0.157260 -0.43 -0.48 0.27
O -3.110580 4.640074 -0.909878 -0.09 0.09 0.01
N -0.169151 -0.553153 2.870512 -0.10 -0.41 -0.43
N -0.387831 1.857536 2.863378 -0.83 -0.41 0.75
N 2.564214 -0.933358 0.181464 -0.54 -0.53 0.20
N 1.272890 1.171534 1.307584 -0.35 0.00 -0.44
N 2.962276 1.394397 -0.345698 0.79 -0.72 -0.67
N -2.768966 2.144177 -0.680048 0.28 -0.21 -0.02
C -1.379654 0.586026 4.587582 -0.01 0.16 0.12
C 0.556530 3.813981 -3.741507 -0.03 -0.05 0.03
C 4.887580 -1.591517 -1.199276 0.09 0.22 -0.09
C 1.300421 5.543547 -0.297723 0.10 -0.15 -0.02
C 1.820396 -5.568484 -2.398516 -0.28 -0.09 -0.11
C -3.005878 -4.879290 1.300285 -0.18 -0.16 0.15
C 0.511854 -3.258961 -2.043289 -0.05 0.09 0.16
C -1.322474 3.356938 -2.370725 0.08 0.08 -0.14
C -3.156640 -1.861294 1.018131 -0.16 0.33 0.23
C -0.687937 2.252708 -1.844191 -0.05 0.03 -0.13
C 0.375425 -3.984397 -0.891786 0.11 -0.13 -0.05
C 1.970210 4.330986 -0.462827 0.12 0.16 -0.06
C 0.290998 5.675856 0.650845 -0.06 -0.12 0.11
C -2.847595 -3.704063 -1.462605 -0.02 0.01 -0.28
C -0.074504 4.600305 1.460208 -0.15 0.21 0.06
C 1.593912 3.279533 0.344429 0.34 -0.35 -0.04
C 0.595990 3.411496 1.282942 -0.12 -0.36 0.32
C 3.305524 0.035496 -0.370556 -0.04 0.49 -0.07
C -1.182727 -1.779383 4.690474 0.07 -0.05 -0.12
C -0.607452 0.596668 3.412920 0.01 0.35 0.00
C -1.674248 -0.595616 5.228058 -0.07 0.13 0.07
C 0.575946 1.889707 -2.268702 -0.02 -0.14 -0.22
C 4.474220 -0.281235 -1.077343 0.20 0.05 -0.04
C 2.994636 -2.198796 0.077663 0.07 0.02 0.01
C 4.135011 -2.588420 -0.598695 -0.14 -0.06 0.08
C 1.196425 2.686814 -3.226303 -0.08 -0.03 -0.03
C -1.554542 1.573365 -0.813680 -0.25 0.49 -0.01
C -0.445209 -1.695146 3.526012 0.05 0.07 0.08
C 2.016824 1.838580 0.392273 -0.25 0.51 0.54
C -0.726345 4.161969 -3.321726 0.06 -0.03 0.05
C 0.428372 2.053265 1.903451 0.42 0.49 -0.45
H -2.608725 -2.831805 -2.074057 0.00 -0.07 0.00
H -0.233486 6.618405 0.741269 -0.03 0.00 -0.01
H -0.879362 4.672732 2.182027 0.02 0.02 -0.06
H 1.551769 6.388071 -0.928951 -0.01 -0.02 -0.01
H -1.238022 5.028646 -3.722385 0.01 -0.02 0.00
H -2.618501 -5.792695 0.837951 -0.03 0.02 0.07
H 2.738434 4.198166 -1.216695 -0.05 0.03 0.07
H -2.269831 -4.554035 -1.840872 -0.08 0.08 0.01
H -2.825634 -1.718776 2.052781 -0.07 0.01 -0.07
H -1.373060 -2.742034 5.151125 0.04 0.05 -0.05
H -4.253427 -1.913267 1.008766 0.14 0.00 0.00
H -1.730832 1.545309 4.949758 0.01 -0.10 -0.02
H 2.380239 -2.937528 0.572264 -0.03 -0.03 0.01
H -2.632413 -4.832444 2.329042 -0.05 -0.01 -0.09
H 5.783356 -1.836870 -1.758876 -0.02 0.03 0.00
H 1.059132 4.423349 -4.486391 -0.01 -0.03 0.04
H -0.040387 -2.592611 3.078747 0.02 -0.02 -0.03
H -3.915787 -3.936135 -1.552595 0.08 0.02 0.01
H 5.018752 0.540652 -1.525605 -0.01 -0.06 0.01
H 4.405869 -3.635485 -0.666178 -0.05 0.06 0.02
H 1.054704 1.001757 -1.869322 -0.12 0.11 -0.15
H -2.838254 -0.988453 0.450436 0.04 0.17 -0.03
H -4.102320 -4.943692 1.334094 0.15 -0.01 -0.01
H -2.278173 -0.603425 6.128970 0.02 0.03 -0.02
H 2.191286 2.425427 -3.571392 -0.05 0.02 0.03
```
Positions in Å, forces in eV/Å.

Computed properties:
energy relative to the best compared isomer or geometry (same formula, charge and spin)	222.87	kJ/mol
lowest unoccupied orbital energy (spin up / spin down)	4.071 / 4.071	eV
DFT total energy	-5693.0684	Ha
spin multiplicity	2
HOMO (spin up / spin down)	-0.039 / -0.005	Ha
expectation value of S²	0.78
net charge	-2